No. 1
Density functional theory data (ωB97M-V/def2-TZVPD) for 2 unconnected molecules or ions with the total composition C5H11NO at a distorted geometry.

Charge = -1
Expectation value of S² = 0.752
Energy relative to the best compared isomer or geometry (same formula, charge and spin) = 66.0 kcal per mole
Molecular weight = 101.15 u
Electronic energy = -8897.300 eV
Largest force on an atom = 2.12 eV/Å
2S+1 = 2

Structure (XYZ):
```
18
Properties=species:S:1:pos:R:3:forces:R:3
C -0.4068 0.1436 -0.1815 1.143 -0.619 0.825
C 0.2187 0.5925 0.9659 -1.659 1.228 -0.448
N -0.0597 0.1759 2.2938 1.770 -0.305 -1.120
C -0.2990 0.9108 -1.4623 1.009 -0.187 -0.568
C -0.5910 0.0831 -2.6912 -0.057 0.058 0.812
C -0.9179 0.5819 -3.8778 0.346 -0.154 0.068
H -0.5550 -0.9279 -0.2316 -0.532 -0.091 -0.272
H 0.5176 1.6407 0.8725 0.166 -0.161 0.415
H -0.5453 0.8285 2.8935 -0.364 -0.254 0.097
H -0.2174 -0.8138 2.3138 -0.642 0.060 0.724
H -0.9801 1.7542 -1.4711 0.049 0.350 -0.012
H 0.7403 1.2958 -1.5720 -0.179 0.178 0.120
H -0.5072 -0.9789 -2.4815 -0.742 -0.207 -0.240
H -1.4439 -0.0091 -4.6133 0.558 -0.133 -0.424
H -0.5978 1.5954 -4.1104 -0.834 0.205 0.043
H 2.2580 -2.2387 5.1483 -0.071 0.061 -0.228
H 1.8513 -2.1896 3.6635 -0.012 0.179 0.008
O 1.5353 -2.4442 4.5416 0.048 -0.207 0.201
```
Positions in Å, forces in eV/Å.

***

No. 2
Density functional theory data (ωB97M-V/def2-TZVPD) for C5H11NO in the gas phase at a distorted geometry.

Energy relative to the best compared isomer or geometry (same formula, charge and spin) = 84.6 kcal per mole
Molecular weight = 101.15 u
Electronic energy = -8898.027 eV
SMILES string = C[C@H]1CN1CCO
Largest force on an atom = 3.78 eV/Å
2S+1 = 1

Structure (XYZ):
```
18
Properties=species:S:1:pos:R:3:forces:R:3
C -2.1001 0.3236 -1.0512 0.016 -0.013 0.000
C -1.0584 0.8004 -0.0648 0.121 0.059 -0.175
C -1.1442 0.4939 1.3853 -0.078 0.019 0.230
N -0.2364 -0.2441 0.5306 0.144 -0.237 -0.010
C 1.2004 -0.0843 0.7205 0.404 -1.210 0.457
C 2.0006 -0.2934 -0.5293 0.636 -1.716 -0.411
O 2.4131 -1.7785 -0.3226 0.296 0.853 -1.963
H -1.6387 0.1130 -2.0231 -0.073 0.050 0.120
H -2.8943 1.0635 -1.2042 0.157 -0.069 0.067
H -2.5558 -0.6046 -0.6906 0.084 0.153 -0.034
H -0.5602 1.7392 -0.3196 -0.033 -0.129 0.067
H -1.9911 -0.0599 1.7897 0.130 0.087 -0.116
H -0.7164 1.2281 2.0718 -0.008 -0.165 -0.120
H 1.4887 0.7657 1.3753 -0.083 -0.365 -0.463
H 1.7029 -1.1408 0.9425 -1.793 2.231 2.475
H 1.4779 -0.2375 -1.4832 0.032 0.220 0.048
H 2.9445 0.2606 -0.5342 -0.241 -0.266 -0.123
H 1.6674 -2.3450 -0.5930 0.288 0.498 -0.050
```
Positions in Å, forces in eV/Å.